No. 1
Computed, not measured: a cluster of 2 separate species, C4H11NO3S in total in a non-equilibrium geometry, with the ωB97M-V functional and the def2-TZVPD basis.

Geometry as XYZ:
```
20
Properties=species:S:1:pos:R:3:forces:R:3:mulliken_charge:R:1
C -1.985728 1.266325 0.401722 0.212 -1.988 0.858 -1.02
C -0.196731 -0.828453 -1.492865 -3.051 -0.543 0.075 -1.12
C -0.164393 -1.200189 1.035681 1.183 -1.478 -1.320 -1.07
C -0.535208 1.006455 0.064715 3.106 1.328 3.245 -0.75
N 0.048851 -0.349205 -0.151267 -0.072 2.243 0.559 0.32
O 3.084896 0.834531 -1.143748 -0.203 -0.129 0.196 -0.46
O 2.797482 -1.305065 -0.002344 0.367 -1.437 0.065 -0.45
O 2.745474 0.775854 1.268241 -0.171 0.680 1.478 -0.44
S 2.813253 0.096458 0.046185 -0.603 0.514 -1.855 1.24
H -2.331637 0.729992 -0.478477 -1.876 0.262 0.222 0.29
H -2.336056 0.836105 1.405342 0.409 0.363 -1.635 0.24
H -2.175900 2.332945 0.408673 -0.140 0.025 -0.307 0.35
H -1.276659 -1.253710 -1.601510 1.169 0.930 0.095 0.33
H -0.072785 -0.033312 -2.254880 0.174 -0.490 0.628 0.31
H 0.345095 -1.700673 -1.726033 1.345 -0.789 -0.250 0.37
H -0.876226 -2.004395 0.807645 0.143 0.019 0.136 0.34
H 0.803778 -1.634158 1.385098 -0.695 -0.026 -0.579 0.23
H -0.508376 -0.681431 1.889746 -0.633 1.023 0.547 0.41
H 0.155942 1.449370 0.887339 -1.131 -0.555 -1.006 0.33
H -0.335067 1.662565 -0.749272 0.466 0.050 -1.150 0.52
```
Positions in Å, forces in eV/Å.

Results
energy relative to the best compared isomer or geometry (same formula, charge and spin)	2.1589	eV
net charge	0
E_LUMO	0.16	eV
max |F|	4.7	eV/A
gap between HOMO and LUMO	9.17	eV

---

No. 2
Computed, not measured: a cluster of 2 separate species, C4H11NOPS in total in a non-equilibrium geometry, with the ωB97M-V functional and the def2-TZVPD basis.

Geometry as XYZ:
```
19
Properties=species:S:1:pos:R:3:forces:R:3:mulliken_charge:R:1
C -1.657400 0.424549 0.216937 -1.896 0.318 -0.383 0.12
C 0.738331 -0.759636 1.442633 -2.905 -1.296 0.234 -1.09
C 0.523283 -0.593046 -1.360556 -4.959 0.739 0.823 -1.37
C 1.458627 1.699612 0.015149 -0.173 2.007 2.356 -0.99
N -3.569514 -1.377842 -0.137717 1.367 -0.908 0.015 -0.36
O -2.492128 1.265000 -0.004583 2.508 -0.657 0.383 -0.42
P 0.208465 0.379004 0.181527 -0.051 -0.204 -2.276 0.87
S -4.437998 -0.107485 -0.107356 -0.904 -0.230 1.176 0.26
H -0.069277 -1.483206 1.857969 1.198 1.008 -1.470 0.31
H 0.922837 -0.205196 2.286939 1.145 1.370 2.096 0.44
H 1.587965 -1.259402 1.060018 0.913 -0.658 -0.095 0.38
H 0.137069 -0.106593 -2.222809 0.563 1.557 -0.897 0.44
H -0.257711 -1.368892 -1.478148 1.101 -0.755 1.009 0.40
H 1.519097 -0.789975 -1.379353 2.698 -1.129 -0.351 0.50
H 2.366120 1.165945 -0.259605 0.269 0.179 0.201 0.35
H 1.552368 2.244960 1.055130 0.169 -1.321 -1.822 0.34
H 1.315187 2.571977 -0.666955 -0.437 -1.168 0.105 0.36
H -3.449304 -1.884302 0.724140 -0.161 0.109 0.651 0.24
H -4.365080 -0.074019 -1.393754 -0.446 1.038 -1.756 0.22
```
Positions in Å, forces in eV/Å.

Results
energy relative to the best compared isomer or geometry (same formula, charge and spin)	3.8136	eV
net charge	+1
E_LUMO (spin up / spin down)	-4.48 / -5.09	eV
max |F|	5.1	eV/A
gap between HOMO and LUMO (spin up / spin down)	7.62 / 6.57	eV

---

No. 3
Computed, not measured: a structure of composition C4H11NORb in a non-equilibrium geometry, with the ωB97M-V functional and the def2-TZVPD basis.

Geometry as XYZ:
```
18
Properties=species:S:1:pos:R:3:forces:R:3:mulliken_charge:R:1
Rb -2.153069 -2.701458 0.478956 -13.117 -7.589 4.384 0.88
C -1.784592 0.006687 -1.248525 0.252 -0.051 0.541 -1.51
C -0.391064 -0.417023 -0.641916 -1.835 1.838 -2.672 0.50
C 0.185559 0.595328 0.314150 -0.963 -0.331 0.291 -0.70
O 1.469825 0.212584 0.562007 1.912 0.309 0.399 -0.32
C 2.265220 1.292770 1.090471 0.775 -0.822 0.343 -0.80
N -0.568701 -1.796336 -0.184112 11.573 6.262 -3.622 -0.84
H -1.828414 1.039977 -1.592727 0.030 -0.058 0.179 0.34
H -2.573743 -0.163803 -0.516226 -0.056 0.682 0.601 0.35
H -2.195647 -0.615614 -2.043429 0.871 -0.204 -0.480 0.38
H 0.358662 -0.423162 -1.433104 -0.222 -0.077 -0.334 0.28
H -0.328752 0.562140 1.274615 -0.768 0.453 0.234 0.28
H 0.185725 1.600918 -0.106424 -0.566 0.058 -0.164 0.49
H 1.720061 2.149889 1.485741 -0.459 -0.180 -0.208 0.38
H 2.973612 1.631229 0.334334 -0.099 0.033 -0.062 0.28
H 2.823056 0.865349 1.923671 0.140 0.129 -0.047 0.26
H -0.487346 -1.723736 0.819986 1.941 0.529 0.119 0.33
H 0.329608 -2.115739 -0.517468 0.590 -0.984 0.496 0.40
```
Positions in Å, forces in eV/Å.

Results
energy relative to the best compared isomer or geometry (same formula, charge and spin)	5.4363	eV
net charge	+1
E_LUMO	-3.64	eV
max |F|	15.8	eV/A
gap between HOMO and LUMO	9.54	eV

---

No. 4
Computed, not measured: the molecule C4H11NOS in a non-equilibrium geometry, with the ωB97M-V functional and the def2-TZVPD basis.

Geometry as XYZ:
```
18
Properties=species:S:1:pos:R:3:forces:R:3:mulliken_charge:R:1
C 0.433413 0.908775 1.190598 1.082 0.080 0.778 -1.36
C 0.275320 -0.314898 0.301065 -0.542 0.065 -0.627 0.57
C -0.524438 -1.449524 0.914605 -0.501 0.050 0.564 -0.97
S -0.009554 -1.990839 2.559244 0.421 -0.622 0.029 -0.21
N -0.378268 -0.035699 -0.985041 0.671 0.055 -0.596 -0.31
C 0.296514 0.877055 -1.892404 -1.343 0.590 0.070 -0.34
O -0.292838 0.757052 -3.176000 0.380 0.247 -0.033 -0.55
H -0.352972 1.089576 1.924272 -0.403 0.065 -0.419 0.28
H 1.336554 0.816026 1.808924 -0.128 -0.247 -0.025 0.36
H 0.652638 1.793902 0.599128 -0.411 0.154 -0.109 0.38
H 1.275900 -0.689888 0.067080 -0.024 0.014 -0.085 0.18
H -0.484484 -2.360581 0.321446 0.203 0.100 -0.201 0.40
H -1.584480 -1.184777 0.963576 0.059 0.119 -0.024 0.36
H -0.393467 -0.963117 3.302311 -0.186 0.416 0.020 0.09
H -1.356454 0.233079 -0.953444 0.112 -0.095 0.493 0.22
H 1.372284 0.740142 -1.854957 0.268 -0.418 -0.152 0.36
H 0.097193 1.942585 -1.678012 0.225 -0.221 0.207 0.23
H -0.362860 -0.168877 -3.412386 0.117 -0.352 0.110 0.31
```
Positions in Å, forces in eV/Å.

Results
energy relative to the best compared isomer or geometry (same formula, charge and spin)	1.1537	eV
net charge	0
E_LUMO	0.86	eV
max |F|	1.5	eV/A
gap between HOMO and LUMO	9.96	eV